Version P
Density functional theory data (ωB97M-V/def2-TZVPD) for a 2-piece molecular cluster, C3H4F3NS overall.

Its frontier orbital gap (alpha / beta) is 6.78 / 8.53 eV.

Atoms and positions in Å:
C  -0.8538  1.1017  -0.5376
C  1.5748  -0.1347  -0.8873
C  1.0132  -1.4427  -0.8001
N  -1.6329  0.1376  -0.1769
F  1.8923  -2.5752  -0.8510
F  0.1555  -1.7928  -1.7613
F  0.3770  -1.6505  0.4022
S  -0.7147  2.6029  -0.6971
H  1.9538  0.0318  -1.9053
H  2.0337  0.2921  0.0272
H  -1.4045  -0.9361  -0.3263
H  -2.6259  0.0931  -0.0661

Version Q
Density functional theory data (ωB97M-V/def2-TZVPD) for a 3-piece molecular cluster, C3H4F3NS overall.

Its frontier orbital gap is 9.83 eV.

Atoms and positions in Å:
C  1.3179  1.5548  0.5184
C  -2.0857  0.4845  -1.1291
C  -2.0424  -0.3392  -0.1111
N  1.5908  0.5372  1.0800
F  -1.0736  -1.2151  0.1300
F  -2.9697  -0.4390  0.8306
F  3.0353  -2.1000  0.4192
S  0.9734  2.9989  0.0477
H  -2.9006  1.1748  -1.2435
H  -1.2893  0.5141  -1.8475
H  3.7190  -2.7337  0.4099
H  1.7248  -0.4375  0.8953

Most favorable structure: version Q. The second most favorable one is 52.5 kcal/mol above it.

Version P
Density functional theory data (ωB97M-V/def2-TZVPD) for a 2-piece molecular cluster, C4H7N2O2 overall.

Its frontier orbital gap is 9.92 eV. The charge is +1.

Atoms and positions in Å:
C  -2.6344  -0.2359  0.5780
C  -0.6209  1.0515  -0.0078
C  -2.8201  -1.2956  -0.2094
C  3.1046  -0.1446  0.2214
N  -1.7275  0.7784  0.1406
N  0.4110  1.7415  -0.3058
O  2.7768  1.0117  0.3565
O  2.2912  -0.9009  -0.4672
H  -3.0622  0.1467  1.4411
H  -2.3188  -1.3622  -1.1221
H  -3.3741  -2.0872  0.2666
H  4.0550  -0.4726  0.6973
H  0.5317  2.6349  0.1646
H  1.3324  1.1385  -0.1179
H  2.6969  -1.7337  -0.7323

Version Q
Density functional theory data (ωB97M-V/def2-TZVPD) for an isolated ion of composition C4H7N2O2 and charge +1.

Its frontier orbital gap (alpha / beta) is 7.72 / 7.63 eV. The charge is +1.

Atoms and positions in Å:
C  -0.1511  0.8330  -0.1478
C  1.0956  -1.0230  -1.1679
C  2.5765  -1.4178  -1.1056
C  -2.3344  1.0659  0.9417
N  0.8829  0.2946  -0.6601
N  -1.3410  0.7562  0.0762
O  0.1660  -1.6108  -1.5856
O  -1.8703  1.1672  2.3513
H  0.6026  1.7015  0.3201
H  2.5035  -2.3137  -0.4461
H  2.9885  -1.7926  -2.0716
H  3.1311  -0.5485  -0.8466
H  -2.7515  2.0215  0.6502
H  -3.1643  0.4188  0.8652
H  -2.3344  0.4476  2.8265

Version R
Density functional theory data (ωB97M-V/def2-TZVPD) for an isolated ion of composition C4H7N2O2 and charge +1.

Its frontier orbital gap is 10.75 eV. The charge is +1.

Atoms and positions in Å:
C  -0.6646  -0.8918  -1.4547
C  -0.3255  -0.5067  -0.3716
C  1.5694  0.0950  0.9000
C  -0.5699  1.2793  1.1619
N  -1.0772  -1.3727  -2.7379
N  0.0900  -0.0157  0.8645
O  -0.6848  -2.4656  -3.0132
O  -1.7572  -0.6143  -3.3603
H  1.9014  0.8205  0.1583
H  1.8898  0.4233  1.8875
H  2.0285  -0.8678  0.6781
H  -0.2724  2.0222  0.4229
H  -1.6534  1.1705  1.1304
H  -0.2751  1.6229  2.1522
H  -0.1989  -0.6989  1.5819

Most favorable structure: version P. The second most favorable one is 88.8 kcal/mol above it.

Version P
Density functional theory data (ωB97M-V/def2-TZVPD) for one molecule with the formula C3H9NS2.

Its frontier orbital gap is 8.40 eV.

Atoms and positions in Å:
N  2.0408  -1.3347  1.0700
C  0.6723  -1.2681  0.5679
C  0.4022  -0.5180  -0.7329
S  1.0072  1.1780  -0.8878
S  -0.6374  1.8460  0.7043
C  -1.9823  1.6749  -0.4617
H  2.0727  -0.8956  1.9831
H  2.6483  -0.7249  0.5281
H  0.2637  -2.2899  0.5440
H  -0.0332  -0.8113  1.2719
H  0.9287  -1.0547  -1.5346
H  -0.6537  -0.7166  -0.9258
H  -1.6368  1.7447  -1.4917
H  -2.4370  0.6813  -0.4454
H  -2.6553  2.4889  -0.1895

Version Q
Density functional theory data (ωB97M-V/def2-TZVPD) for a 2-piece molecular cluster, C3H9NS2 overall.

Its frontier orbital gap is 4.36 eV.

Atoms and positions in Å:
N  2.3586  -0.3390  1.0014
C  0.8910  -0.3399  0.8376
C  0.5108  -0.8807  -0.5217
S  1.2734  0.1738  -1.7759
S  -2.2141  0.0199  0.9486
C  -2.3903  0.9522  -0.6581
H  2.6862  0.3015  1.7034
H  2.8042  -0.1276  0.0841
H  0.5972  -0.9123  1.7000
H  0.5009  0.6034  0.9700
H  0.8749  -1.9304  -0.7178
H  -0.5828  -0.9688  -0.5665
H  -3.1765  0.4943  -1.2930
H  -2.7323  2.0119  -0.5381
H  -1.4012  0.9416  -1.1740

Most favorable structure: version P. The second most favorable one is 88.4 kcal/mol above it.

Version P
Density functional theory data (ωB97M-V/def2-TZVPD) for a 2-piece molecular cluster, C3H9NS2 overall.

Its frontier orbital gap is 8.78 eV.

Atoms and positions in Å:
C  -1.7594  0.1470  0.9501
S  -0.3917  0.5021  2.1468
S  -0.7162  -0.9640  3.5574
H  -2.2126  1.0939  0.6622
H  -2.5162  -0.3292  1.5769
H  -1.4947  -0.4505  0.0940
H  -0.2924  -0.1309  4.5439
C  2.0784  0.0709  -1.1529
C  -0.0528  0.0084  -2.1507
N  0.6853  -0.3239  -1.1943
H  2.2766  0.2728  -0.0999
H  2.4150  0.8755  -1.8386
H  2.6419  -0.7722  -1.5464
H  -0.9871  -0.4633  -2.4498
H  0.3258  0.4635  -3.0988

Version Q
Density functional theory data (ωB97M-V/def2-TZVPD) for one molecule with the formula C3H9NS2.

Its frontier orbital gap is 9.33 eV.

Atoms and positions in Å:
N  0.6127  -1.3215  1.7341
C  -0.6407  -0.7146  1.3034
C  -1.9054  -1.4192  1.8151
C  -0.4742  -0.8376  -0.1707
S  1.0380  0.2761  -0.8627
S  0.2507  1.8652  -1.6174
H  1.1048  -0.9763  2.5967
H  0.4460  -2.2665  1.7467
H  -0.6354  0.3602  1.5910
H  -1.8217  -1.7497  2.8925
H  -2.6870  -0.7214  1.6047
H  -2.2135  -2.2752  1.1434
H  -0.2808  -1.8608  -0.4132
H  -1.3524  -0.4818  -0.6182
H  0.6538  2.7892  -0.6876

Version R
Density functional theory data (ωB97M-V/def2-TZVPD) for one molecule with the formula C3H9NS2.

Its frontier orbital gap is 8.78 eV.

Atoms and positions in Å:
S  1.4279  1.2900  0.5456
S  0.4862  -0.2839  1.5079
C  0.1598  -1.3764  0.1135
C  -0.3639  -0.7716  -1.1719
N  -1.6681  -0.2217  -0.9976
C  -2.3855  0.4219  -2.0494
H  2.2646  1.5667  1.5514
H  -0.5704  -2.0694  0.5280
H  0.9987  -2.0433  -0.1068
H  0.3625  -0.0105  -1.5039
H  -0.3132  -1.5869  -1.9043
H  -1.9066  -0.0629  -0.0357
H  -2.9949  1.2363  -1.6668
H  -1.7278  0.8242  -2.8247
H  -3.0811  -0.2875  -2.5225

Most favorable structure: version R. The second most favorable one is 7.2 kcal/mol above it.

Version P
Density functional theory data (ωB97M-V/def2-TZVPD) for a 2-piece molecular cluster, C3H5F2N overall.

Its frontier orbital gap is 9.94 eV.

Atoms and positions in Å:
C  -0.5034  1.1632  0.3672
C  3.1369  -0.6330  -0.1360
C  -1.7339  -0.8115  -0.0644
N  -1.3590  0.5597  -0.3991
F  2.5528  0.4193  0.2856
F  3.7103  -0.3081  -1.2838
H  0.0130  0.7421  1.2455
H  -0.1331  2.1698  0.0190
H  -1.0760  -1.2648  0.6983
H  -2.8749  -0.7520  0.2833
H  -1.7327  -1.2847  -1.0155

Version Q
Density functional theory data (ωB97M-V/def2-TZVPD) for one molecule with the formula C3H5F2N.

Its frontier orbital gap is 11.61 eV.

Atoms and positions in Å:
C  -1.6123  0.5602  0.2204
C  -0.7621  0.3242  -0.7479
C  0.9310  0.0549  -0.2557
N  1.1260  -1.1698  0.2267
F  1.8528  0.3399  -1.1493
F  1.1983  1.0455  0.6144
H  -2.6800  0.5865  0.0373
H  -1.3681  0.9726  1.1885
H  -0.8120  0.0059  -1.7671
H  1.7478  -1.0442  1.0106
H  0.3786  -1.6757  0.6221

Most favorable structure: version Q. The second most favorable one is 45.5 kcal/mol above it.

Version P
Density functional theory data (ωB97M-V/def2-TZVPD) for one molecule with the formula C6H13NOS.

Its frontier orbital gap is 8.69 eV.

Atoms and positions in Å:
C  2.6692  1.2820  0.2502
C  -1.0983  -0.4582  -0.3360
C  -0.2756  0.5552  -0.1708
C  -0.7003  -1.9402  -0.3263
C  -2.6114  -0.1904  -0.4897
C  -0.5911  1.9358  -0.0223
N  1.7782  -1.0592  1.2469
O  1.9815  -0.7499  -1.2865
S  1.6324  0.0156  -0.0784
H  3.4443  1.4523  -0.5380
H  2.3475  2.1151  0.8860
H  0.3342  -1.8356  -0.6219
H  -0.6950  -2.3081  0.7223
H  -1.5095  -2.4549  -0.8189
H  -2.9292  0.6529  0.2329
H  -2.8697  -0.0678  -1.6115
H  -3.2571  -1.0099  -0.1462
H  -1.5376  2.2477  -0.4169
H  0.2933  2.4865  -0.3096
H  -0.6018  2.2075  1.0482
H  1.6066  -2.0058  0.9957
H  2.5892  -0.8707  1.7908

Version Q
Density functional theory data (ωB97M-V/def2-TZVPD) for one molecule with the formula C6H13NOS.

Its frontier orbital gap is 9.37 eV.

Atoms and positions in Å:
C  1.1023  2.9148  0.4150
C  0.5438  -0.1709  0.5677
C  -0.2780  0.7498  0.0688
C  0.1783  2.1067  -0.4618
C  0.8757  -2.5987  -0.1267
C  0.2605  -1.5950  0.9366
N  -2.0473  -0.8031  -1.1858
O  -2.3814  -0.3441  1.0801
S  -2.0616  0.5107  -0.0693
H  2.1183  2.6103  0.3475
H  0.8641  3.8596  0.0778
H  1.6599  0.0342  0.6447
H  0.7135  2.7022  1.3508
H  -0.6173  2.5968  -0.8456
H  0.6909  1.9622  -1.3404
H  1.9432  -2.9254  -0.0761
H  0.3990  -3.6565  0.0044
H  0.7529  -2.3408  -1.0883
H  -0.8285  -1.9266  0.9474
H  0.8558  -1.6629  1.9524
H  -2.7785  -1.4875  -1.0570
H  -1.9655  -0.5361  -2.1423

Most favorable structure: version Q. The second most favorable one is 28.2 kcal/mol above it.